Record 1
{
  "formula": "C17H32AsN2OOsS2Si2",
  "method": "ωB97M-V/def2-TZVPD",
  "gap_ev": [6.54, 6.54],
  "de_lowest_kcal_mol": 15.0,
  "lumo_ev": [-11.20, -11.20],
  "charge": 3,
  "fmax_ha_per_bohr": 0.007,
  "homo_ev": [-17.741, -17.741],
  "energy_ha": -4552.625209,
  "elements": ["Os", "C", "C", "N", "C", "C", "S", "C", "C", "S", "C", "N", "C", "H", "H", "H", "H", "H", "H", "H", "H", "C", "C", "C", "O", "H", "H", "H", "H", "H", "H", "C", "Si", "C", "C", "As", "Si", "C", "C", "C", "H", "H", "H", "H", "H", "H", "H", "H", "H", "H", "H", "H", "H", "H", "H", "H", "H", "H"],
  "xyz": [[-0.3085, 0.8643, -0.0648], [-3.5825, 1.5811, 1.1853], [-3.3807, 0.8199, -0.0766], [-2.2203, 0.5173, -0.6494], [-2.3834, -0.1890, -1.8437], [-3.6732, -0.4360, -2.1525], [-4.7031, 0.2420, -0.9662], [-1.1413, -0.4628, -2.5451], [-0.8693, -1.0315, -3.7422], [0.8134, -1.0075, -4.0387], [1.1001, -0.2370, -2.5488], [-0.0136, -0.0111, -1.8798], [2.4550, 0.1606, -2.0725], [-2.7641, 2.2695, 1.3732], [-3.6856, 0.8991, 2.0319], [-4.5018, 2.1626, 1.1240], [-4.0720, -0.9517, -3.0114], [-1.5552, -1.4543, -4.4595], [3.2373, -0.3134, -2.6624], [2.5946, -0.1322, -1.0287], [2.5921, 1.2409, -2.1501], [0.8497, 4.8874, -1.5446], [0.1618, 3.5817, -1.6215], [-0.7692, 3.2578, -2.7342], [0.3686, 2.7631, -0.6926], [0.8040, 5.4455, -2.4744], [1.8789, 4.7503, -1.2107], [0.3479, 5.4713, -0.7629], [-0.8228, 4.0553, -3.4680], [-1.7690, 3.0756, -2.3293], [-0.4375, 2.3358, -3.2172], [-0.2004, -4.3663, 1.7347], [0.9238, -3.4607, 0.5697], [2.6868, -3.2528, 1.1223], [0.6753, -3.7831, -1.2410], [0.1165, -1.1293, 0.9874], [0.7921, 0.1301, 2.9085], [0.4123, -0.6808, 4.5267], [2.5758, 0.5621, 2.6012], [-0.3720, 1.5821, 2.5381], [0.0784, -5.4245, 1.7325], [-1.2455, -4.3103, 1.4277], [-0.1030, -4.0153, 2.7632], [3.2058, -4.2035, 0.9624], [2.7616, -3.0263, 2.1869], [3.2278, -2.4995, 0.5472], [0.9500, -4.8149, -1.4747], [1.3072, -3.1366, -1.8523], [-0.3701, -3.6532, -1.5272], [1.1328, -1.4702, 4.7475], [-0.5910, -1.1077, 4.5533], [0.4808, 0.0542, 5.3332], [3.2357, -0.2947, 2.7445], [2.8738, 1.3272, 3.3243], [2.7581, 0.9736, 1.6047], [-1.3900, 1.3345, 2.8234], [-0.3974, 2.0323, 1.4972], [-0.0756, 2.4787, 3.0917]]
}

***

Record 2
{
  "formula": "C17H32Br6O5",
  "method": "ωB97M-V/def2-TZVPD",
  "gap_ev": [3.30, 7.84],
  "lumo_ev": [2.17, 2.17],
  "spin_multiplicity": 2,
  "charge": -1,
  "fmax_ha_per_bohr": 0.109,
  "homo_ev": [-1.126, -5.674],
  "energy_ha": -16487.164418,
  "elements": ["C", "C", "O", "C", "H", "H", "H", "H", "H", "H", "C", "C", "O", "C", "H", "H", "H", "H", "H", "H", "C", "C", "O", "C", "H", "H", "H", "H", "H", "H", "C", "C", "O", "C", "H", "H", "H", "H", "H", "H", "C", "C", "O", "C", "H", "H", "H", "H", "H", "H", "C", "Br", "Br", "Br", "H", "C", "Br", "Br", "Br", "H"],
  "xyz": [[4.2273, -3.6474, -1.4343], [2.9099, -3.8394, -0.6649], [1.9258, -3.0443, -0.7598], [2.6114, -5.0267, 0.1982], [4.0310, -3.4871, -2.4944], [4.7940, -4.5775, -1.3909], [4.8271, -2.7915, -1.1249], [2.1962, -5.8611, -0.3671], [1.8499, -4.7192, 0.9149], [3.5441, -5.2760, 0.7041], [-5.6254, -2.5905, -3.5112], [-4.1286, -2.9163, -3.3314], [-3.4191, -3.3734, -4.3078], [-3.5584, -2.5345, -1.9806], [-5.8286, -1.5370, -3.3187], [-6.2554, -3.2563, -2.9214], [-5.8751, -2.7753, -4.5560], [-2.9125, -1.6609, -2.0681], [-2.9241, -3.3727, -1.6922], [-4.3547, -2.2426, -1.2959], [-0.2208, 5.6669, 0.4891], [0.3734, 7.0270, 0.1542], [0.1763, 7.6180, -0.9088], [1.1744, 7.7440, 1.1593], [0.3345, 5.0818, 1.2222], [-0.5247, 5.0882, -0.3831], [-1.0845, 6.0236, 1.0504], [0.9868, 7.3279, 2.1491], [0.8776, 8.7901, 1.0838], [2.1747, 7.6032, 0.7497], [-0.9841, 2.0005, 0.7104], [-0.3337, 1.1106, -0.3247], [0.3578, 1.5106, -1.2298], [-0.6221, -0.3412, -0.1576], [-2.0683, 2.0064, 0.5983], [-0.6674, 3.0425, 0.6674], [-0.6963, 1.5617, 1.6658], [-1.5865, -0.4637, 0.3354], [0.1530, -0.9172, 0.3478], [-0.6814, -0.8869, -1.0993], [-1.8480, -0.6610, 3.3793], [-1.1200, -1.8041, 4.1072], [-1.5759, -2.8890, 4.0665], [0.0450, -1.5466, 4.9870], [-1.1185, -0.2061, 2.7093], [-2.3566, 0.0332, 4.0482], [-2.5735, -1.0898, 2.6879], [0.4233, -2.5022, 5.3499], [-0.2396, -0.9134, 5.8273], [0.7434, -0.9931, 4.3594], [3.0790, -0.5198, 1.2485], [3.9023, -0.0323, -0.5164], [2.9265, 0.9744, 2.4836], [4.2225, -1.9463, 2.0501], [2.1136, -0.9997, 1.0881], [1.5282, 1.4712, -4.0884], [0.8231, 1.6315, -5.8957], [3.2620, 2.4271, -3.8718], [1.8290, -0.3807, -3.4645], [0.7606, 1.8821, -3.4327]]
}